{"formula": "C64H44CrF3IO3P2S", "method": "ωB97M-V/def2-TZVPD", "e_lumo_ev": [-2.595, -2.621], "gap_ev": [7.66, 7.87], "total_charge": 1, "multiplicity": 4, "symbols": ["Cr", "O", "S", "C", "C", "C", "C", "C", "C", "C", "C", "C", "C", "P", "C", "C", "C", "C", "C", "C", "C", "C", "C", "C", "C", "C", "C", "C", "C", "C", "C", "C", "C", "C", "C", "C", "C", "C", "P", "C", "C", "C", "C", "C", "C", "C", "C", "C", "C", "C", "C", "C", "C", "H", "H", "H", "H", "H", "H", "H", "H", "H", "H", "H", "H", "H", "H", "H", "H", "H", "H", "H", "H", "H", "H", "H", "H", "H", "H", "H", "H", "H", "H", "H", "H", "H", "H", "H", "H", "I", "C", "C", "C", "C", "C", "C", "C", "O", "O", "H", "H", "H", "H", "F", "C", "F", "F", "C", "C", "C", "C", "C", "C", "C", "C", "H", "H", "H", "H"], "xyz": [[-0.015300, 0.179439, -0.448619], [2.409860, -1.306912, 0.892343], [0.961708, -1.209920, 1.216628], [0.408217, -2.893721, 1.221024], [-0.118320, -3.477358, 2.345472], [-0.245958, -4.880852, 2.470422], [0.245766, -5.661552, 1.466044], [0.402822, -7.162939, 1.356893], [0.975174, -7.403131, -0.068026], [1.229782, -6.015919, -0.619170], [1.799296, -5.590117, -1.783939], [1.801563, -4.202317, -2.058186], [1.302166, -3.253468, -1.195439], [1.013625, -1.587070, -1.897630], [2.553619, -1.082291, -2.725976], [2.823673, -1.365100, -4.064470], [4.026794, -0.970320, -4.631801], [4.968700, -0.295558, -3.867214], [4.709915, -0.019936, -2.531336], [3.506933, -0.408596, -1.957930], [-0.186371, -1.937866, -3.226504], [-1.059744, -3.016207, -3.137173], [-2.051219, -3.196697, -4.094187], [-2.176416, -2.303780, -5.147800], [-1.312646, -1.218807, -5.239777], [-0.329391, -1.032631, -4.280777], [0.816351, -3.674974, 0.082421], [0.759700, -5.055377, 0.298139], [0.816213, -0.736615, 2.905981], [1.892074, -1.152361, 3.655113], [1.882662, -1.106947, 5.064749], [0.734981, -0.707753, 5.684933], [0.374176, -0.621955, 7.152745], [-1.114250, -0.176215, 7.171434], [-1.463617, 0.062074, 5.718195], [-2.609483, 0.493763, 5.120162], [-2.599348, 0.689807, 3.721030], [-1.516457, 0.411951, 2.910158], [-1.532606, 1.133019, 1.241229], [-3.280519, 0.968848, 0.750247], [-3.880903, -0.288834, 0.781592], [-5.179195, -0.451912, 0.332476], [-5.888072, 0.639862, -0.163079], [-5.292262, 1.889096, -0.206144], [-3.986182, 2.055723, 0.249184], [-1.277993, 2.919570, 1.485919], [-0.807135, 3.674139, 0.410656], [-0.643286, 5.046442, 0.535784], [-0.932931, 5.675688, 1.737352], [-1.394722, 4.929961, 2.813256], [-1.569342, 3.558949, 2.689011], [-0.357065, -0.183288, 3.506424], [-0.358823, -0.269832, 4.908630], [-0.410079, -2.856386, 3.182901], [-0.660044, -5.301426, 3.378166], [-0.538494, -7.685818, 1.522799], [1.097306, -7.513514, 2.121656], [0.258267, -7.932096, -0.697586], [1.883815, -8.003985, -0.051119], [2.200271, -6.282067, -2.514663], [2.176168, -3.881093, -3.024543], [2.101792, -1.893258, -4.673101], [4.226348, -1.191150, -5.672611], [5.905152, 0.013555, -4.314208], [5.444184, 0.502676, -1.930463], [3.306811, -0.190416, -0.917235], [-0.976069, -3.723198, -2.322264], [-2.722347, -4.042262, -4.016359], [-2.945613, -2.450177, -5.895608], [-1.408402, -0.512611, -6.055099], [0.326000, -0.172293, -4.353095], [2.752494, -1.550927, 3.131496], [2.755815, -1.427867, 5.619036], [1.013297, 0.103520, 7.657416], [0.524871, -1.576617, 7.655901], [-1.264189, 0.725016, 7.765304], [-1.758065, -0.945061, 7.599545], [-3.500326, 0.731914, 5.687883], [-3.484251, 1.118833, 3.266217], [-3.332160, -1.146638, 1.154968], [-5.641024, -1.430399, 0.362627], [-6.905313, 0.511976, -0.511139], [-5.838383, 2.740070, -0.593389], [-3.527672, 3.036584, 0.212593], [-0.554618, 3.195461, -0.522478], [-0.276033, 5.619850, -0.305576], [-0.793354, 6.744444, 1.838565], [-1.616604, 5.413841, 3.755767], [-1.923762, 2.997904, 3.544398], [-5.958425, 3.134168, -6.084115], [-4.514279, 2.384004, -4.798658], [-4.729537, 1.161101, -4.171672], [-3.764758, 0.666515, -3.310556], [-2.598080, 1.389049, -3.088006], [-2.387374, 2.606935, -3.719106], [-3.351500, 3.112824, -4.579467], [-1.603658, 0.841915, -2.153929], [-1.847767, -0.202986, -1.496359], [-0.466212, 1.410582, -1.946459], [-5.639441, 0.606215, -4.353513], [-3.906768, -0.279145, -2.801836], [-1.471191, 3.153673, -3.534341], [-3.200014, 4.062035, -5.074455], [7.230216, 6.070525, 1.048211], [6.246863, 6.347592, 0.175372], [6.816489, 6.547678, -1.019682], [5.706475, 7.515971, 0.563428], [5.214734, 5.252815, 0.140934], [4.837761, 4.659665, -1.052427], [3.868682, 3.666098, -1.051246], [3.274266, 3.266683, 0.145588], [3.663744, 3.872259, 1.342221], [4.629329, 4.860891, 1.337514], [2.263281, 2.242241, 0.140078], [1.413989, 1.375777, 0.147718], [5.299801, 4.969684, -1.979402], [3.567802, 3.189596, -1.976003], [3.203650, 3.559477, 2.270576], [4.934954, 5.327701, 2.265518]], "forces_ev_per_angstrom": [[-0.6517, 0.0812, -0.2067], [-0.6225, -0.0832, 0.1817], [0.8052, 0.1969, -0.5577], [0.0411, -0.1051, -0.2064], [-0.0631, -0.1599, -0.0323], [-0.0054, 0.0833, 0.0455], [0.0052, -0.1489, -0.0324], [0.0465, 0.1223, -0.0537], [-0.0162, 0.1355, 0.0150], [-0.0212, -0.1194, 0.0464], [0.0109, 0.1087, -0.0708], [0.0087, -0.2214, -0.0790], [-0.1669, 0.1452, 0.1404], [0.2933, 0.0203, -0.2198], [0.0734, -0.0222, 0.1487], [0.0235, -0.0705, -0.0063], [-0.0097, 0.0048, 0.0309], [-0.0152, -0.0001, 0.0104], [-0.0428, -0.0183, -0.0094], [-0.0084, 0.0294, -0.0421], [0.0647, 0.1182, -0.0350], [-0.0726, -0.0366, -0.0553], [0.0557, 0.0224, 0.0252], [0.0225, 0.0366, 0.0006], [-0.0292, -0.0460, 0.0367], [0.0053, 0.0469, 0.0192], [-0.0775, 0.1905, 0.1533], [-0.0384, -0.1312, 0.0159], [-0.0920, 0.0545, 0.1918], [-0.0543, 0.0292, 0.2401], [0.1277, -0.0294, -0.0705], [-0.0827, 0.0219, 0.1600], [-0.0402, 0.0250, -0.1389], [0.0386, 0.0068, -0.1354], [0.0943, -0.0385, 0.1204], [-0.1176, 0.0415, -0.0830], [-0.0758, -0.0133, 0.1104], [0.1788, -0.0661, 0.0976], [-0.1633, 0.1576, 0.0430], [0.1099, 0.1026, -0.0881], [-0.0386, -0.0581, -0.0047], [-0.0111, 0.0438, -0.0155], [0.0305, -0.0139, 0.0296], [0.0731, -0.0058, 0.0184], [-0.0980, 0.0312, -0.0363], [0.0414, 0.0267, 0.0724], [-0.0364, 0.0663, 0.0353], [-0.0128, -0.0555, 0.0111], [-0.0133, -0.0098, 0.0329], [0.0072, -0.0041, -0.0198], [0.0134, 0.0221, 0.0554], [0.0620, -0.0415, -0.1055], [0.0096, -0.0156, 0.0335], [0.0463, -0.0152, -0.0005], [0.0046, 0.0076, -0.0288], [-0.0215, 0.0197, -0.0192], [-0.0018, -0.0112, 0.0165], [-0.0004, 0.0025, -0.0152], [0.0144, 0.0141, 0.0045], [-0.0008, 0.0349, 0.0286], [-0.0098, 0.0102, 0.0300], [-0.0215, 0.0005, 0.0009], [-0.0047, 0.0016, 0.0196], [-0.0131, -0.0050, 0.0123], [-0.0268, -0.0147, -0.0121], [0.0082, -0.0052, -0.0308], [0.0030, -0.0144, 0.0192], [0.0031, 0.0050, 0.0045], [0.0166, 0.0049, 0.0118], [0.0009, -0.0102, 0.0188], [0.0053, -0.0088, 0.0171], [-0.0193, 0.0085, 0.0117], [-0.0286, 0.0084, -0.0193], [0.0093, 0.0079, -0.0104], [-0.0012, -0.0174, -0.0117], [-0.0008, 0.0141, -0.0027], [-0.0106, -0.0165, -0.0109], [0.0127, -0.0024, -0.0194], [0.0013, 0.0072, 0.0090], [0.0104, 0.0052, -0.0010], [0.0035, 0.0080, 0.0082], [0.0208, -0.0024, -0.0014], [0.0204, -0.0122, 0.0117], [-0.0107, -0.0170, 0.0094], [0.0239, -0.0694, -0.0797], [0.0016, -0.0096, 0.0094], [-0.0043, -0.0172, -0.0007], [-0.0001, -0.0046, -0.0164], [0.0405, 0.0323, -0.0497], [-0.1185, 0.0614, -0.1043], [0.0707, -0.0267, 0.0564], [0.1162, 0.0015, 0.0686], [-0.1446, -0.0152, -0.0528], [0.0432, -0.0132, 0.0222], [-0.0276, 0.0992, -0.0997], [0.0727, -0.0579, 0.0720], [0.3252, 0.0190, 0.0080], [0.3217, -0.3944, 0.4285], [-0.5547, -0.1008, -0.1577], [0.0005, 0.0034, -0.0010], [0.0072, 0.0357, -0.0198], [-0.0148, -0.0098, -0.0044], [-0.0026, -0.0096, 0.0048], [0.0653, -0.0246, 0.0547], [-0.0948, -0.1423, -0.0184], [0.0397, 0.0302, -0.0765], [-0.0375, 0.1000, 0.0142], [0.0343, 0.0497, -0.0068], [-0.0560, -0.0654, -0.0529], [0.0601, 0.0373, -0.0131], [-0.2191, -0.1972, -0.0309], [0.0250, 0.0286, 0.0591], [-0.0316, -0.0285, 0.0842], [0.3387, 0.2723, 0.2273], [0.1521, -0.0718, -0.1705], [-0.0106, -0.0062, 0.0015], [0.0117, 0.0273, 0.0195], [0.0027, 0.0036, -0.0271], [-0.0108, -0.0022, -0.0156]]}